The following is a quantum chemistry calculation of a structure of composition C45H45N7O4PbS5, from the OMol25 dataset.

The total energy is -125424.4582 eV. As for the HOMO energy (spin up / spin down): -12.649 / -12.649 eV. Its total charge is +2. The calculation puts the HOMO-LUMO gap (spin up / spin down) at 6.172 / 5.738 eV. The value obtained for the energy above the lowest of the compared OMol25 structures with the same formula, charge and spin is 88.3 kJ/mol.

Cartesian coordinates (Å):
Pb (0.986864, -0.583469, 0.971370)
C (3.603588, -2.067143, -2.870994)
C (4.034528, -1.651634, -1.492523)
C (3.592829, -2.328792, -0.359907)
C (4.004535, -1.933402, 0.911955)
C (4.839939, -0.837699, 1.068697)
C (5.284520, -0.154142, -0.058299)
C (4.892880, -0.565451, -1.321680)
H (4.456547, -2.409836, -3.458725)
H (3.154830, -1.225793, -3.404071)
H (2.875517, -2.876941, -2.830747)
H (2.940949, -3.188650, -0.471586)
H (3.687409, -2.492167, 1.784920)
H (5.166369, -0.535990, 2.055661)
H (5.950084, 0.692449, 0.049725)
H (5.251600, -0.031973, -2.194270)
O (0.834559, -3.145965, 1.308704)
S (1.383526, -4.322720, 2.096750)
C (-0.068617, -5.219088, 2.707086)
C (-1.229215, -4.306793, 3.075218)
C (-2.176250, -4.049906, 1.905170)
C (-3.108256, -2.872973, 2.181321)
S (-2.465167, -1.358012, 1.447389)
O (-1.113051, -1.113994, 2.119403)
C (-3.596036, -0.209194, 2.194262)
C (-3.293021, 0.361218, 3.421928)
C (-4.205246, 1.237510, 3.989289)
C (-5.393680, 1.529870, 3.330232)
C (-5.679107, 0.952310, 2.100223)
C (-4.774444, 0.076214, 1.520230)
C (1.992491, -3.655878, 3.631620)
C (1.495472, -2.467871, 4.152945)
C (2.029996, -1.979392, 5.335078)
C (3.045460, -2.673535, 5.982277)
C (3.536462, -3.856615, 5.449451)
C (3.015786, -4.350273, 4.261441)
H (0.304011, -5.801872, 3.550900)
H (-0.333921, -5.919314, 1.912255)
H (-0.855060, -3.355760, 3.453112)
H (-1.786927, -4.765342, 3.894116)
H (-2.774587, -4.942485, 1.714829)
H (-1.602655, -3.861898, 0.993672)
H (-3.246171, -2.690244, 3.249049)
H (-4.092093, -2.992505, 1.722845)
H (-2.358086, 0.123974, 3.913089)
H (-3.992402, 1.689042, 4.949436)
H (-6.103125, 2.211849, 3.779912)
H (-6.600980, 1.188925, 1.586925)
H (-4.977368, -0.359874, 0.550051)
H (0.691809, -1.942687, 3.650513)
H (1.649090, -1.059901, 5.759794)
H (3.458082, -2.287475, 6.904580)
H (4.333307, -4.389499, 5.949810)
H (3.411000, -5.259860, 3.824570)
S (2.073664, 1.040118, -1.365953)
C (0.542777, 1.550147, -1.776145)
N (0.167557, 2.636647, -2.452340)
N (0.952375, 3.677410, -2.575311)
C (1.790079, 4.297636, -1.632266)
C (1.582989, 4.146298, -0.264813)
C (2.411189, 4.816562, 0.614635)
C (3.434017, 5.630645, 0.138896)
C (3.619484, 5.790376, -1.228346)
C (2.793775, 5.131352, -2.120874)
N (-0.570594, 0.704878, -1.555227)
N (-0.317446, -0.602419, -1.091121)
C (-0.219225, -1.507491, -2.072057)
C (-0.024560, -2.864847, -1.680277)
C (0.072564, -3.848163, -2.629454)
C (-0.004781, -3.523189, -3.987576)
C (-0.182197, -2.192660, -4.389695)
C (-0.296163, -1.192614, -3.462076)
H (0.770627, 4.197150, -3.425467)
H (0.771878, 3.532283, 0.097453)
H (2.250172, 4.718925, 1.680122)
H (4.075936, 6.153563, 0.834475)
H (4.406840, 6.431397, -1.599735)
H (2.934158, 5.244503, -3.189124)
H (0.041843, -3.100419, -0.625513)
H (0.209645, -4.878731, -2.330692)
H (0.072573, -4.302884, -4.733231)
H (-0.234222, -1.957446, -5.444176)
H (-0.441275, -0.167008, -3.766377)
N (-2.058653, 4.866671, -6.331981)
C (-2.347741, 4.004692, -5.315222)
C (-2.274612, 2.615781, -5.511244)
C (-2.532131, 1.749881, -4.472388)
C (-2.863962, 2.256142, -3.220022)
C (-2.954668, 3.631024, -3.008340)
C (-2.696573, 4.496959, -4.043584)
S (-3.118794, 1.186332, -1.891793)
O (-3.168062, -0.163943, -2.351209)
O (-4.090035, 1.720451, -0.987855)
N (-1.675764, 1.284997, -0.975421)
C (-1.529956, 1.859702, 0.284773)
S (-2.582046, 3.037579, 0.960179)
C (-1.530511, 3.160146, 2.315237)
C (-0.475975, 2.334933, 2.169571)
N (-0.472393, 1.591825, 1.005414)
H (-2.026473, 4.510512, -7.271956)
H (-2.350864, 5.825472, -6.249759)
H (-2.036231, 2.228142, -6.493588)
H (-2.507389, 0.679552, -4.627872)
H (-3.242210, 4.016019, -2.037774)
H (-2.784625, 5.565457, -3.890769)
H (-1.768055, 3.803884, 3.145948)
H (0.325471, 2.206413, 2.882917)

Cartesian forces, eV/Å:
Pb -0.0098 0.0094 0.0853
C 0.0046 -0.0050 0.0022
C -0.0024 0.0031 -0.0224
C 0.0064 -0.0016 0.0165
C -0.0190 0.0116 0.0025
C 0.0013 0.0142 0.0013
C 0.0012 -0.0070 0.0004
C 0.0080 -0.0037 0.0131
H 0.0000 0.0047 -0.0017
H -0.0040 -0.0015 0.0032
H -0.0022 -0.0066 -0.0003
H 0.0096 -0.0108 -0.0107
H -0.0038 -0.0091 0.0084
H 0.0001 -0.0001 -0.0020
H -0.0003 -0.0012 -0.0003
H -0.0006 0.0003 0.0010
O -0.0018 -0.0366 0.0159
S 0.0802 0.0646 0.0030
C 0.0331 -0.0444 -0.0141
C -0.0158 0.0178 0.0487
C -0.0155 -0.0269 -0.0587
C -0.0259 0.0161 0.0354
S 0.0387 0.0766 0.0396
O -0.0690 -0.0375 -0.0821
C 0.0054 -0.0107 0.0047
C -0.0033 0.0000 0.0084
C 0.0067 0.0018 0.0025
C -0.0025 -0.0026 -0.0077
C -0.0051 0.0029 0.0138
C 0.0071 -0.0037 -0.0096
C 0.0053 0.0034 -0.0135
C -0.0103 0.0144 -0.0044
C 0.0025 -0.0043 0.0127
C -0.0057 0.0060 0.0000
C -0.0004 -0.0007 -0.0032
C 0.0065 -0.0103 -0.0046
H 0.0061 -0.0058 -0.0047
H -0.0055 -0.0038 0.0023
H -0.0026 -0.0088 0.0074
H -0.0027 0.0035 0.0051
H -0.0046 -0.0029 -0.0009
H -0.0046 -0.0031 0.0077
H -0.0156 0.0057 -0.0044
H 0.0050 0.0034 -0.0050
H -0.0002 0.0039 -0.0014
H -0.0028 -0.0013 -0.0009
H 0.0016 0.0012 -0.0007
H 0.0007 0.0022 0.0000
H 0.0024 -0.0011 -0.0052
H 0.0120 0.0059 -0.0016
H 0.0003 0.0011 -0.0020
H -0.0002 -0.0002 -0.0004
H -0.0006 -0.0014 -0.0015
H 0.0008 0.0012 0.0013
S 0.1127 -0.0187 -0.0544
C -0.0377 0.0195 0.0426
N 0.0211 0.0359 -0.0209
N -0.0099 -0.0169 -0.0098
C 0.0091 -0.0028 0.0122
C 0.0008 0.0042 -0.0027
C 0.0051 0.0014 -0.0018
C -0.0016 -0.0013 -0.0045
C 0.0037 0.0056 0.0061
C -0.0078 -0.0055 -0.0035
N 0.0101 -0.0107 0.0915
N -0.0205 0.0636 -0.0524
C 0.0081 -0.0844 -0.0280
C -0.0229 0.0198 -0.0110
C 0.0069 -0.0001 -0.0115
C 0.0000 0.0040 0.0021
C 0.0033 -0.0114 -0.0058
C 0.0054 0.0080 0.0256
H -0.0051 0.0054 -0.0047
H -0.0012 -0.0013 -0.0012
H 0.0011 -0.0008 0.0007
H 0.0002 -0.0003 -0.0008
H 0.0006 -0.0002 0.0003
H 0.0004 -0.0010 0.0005
H -0.0069 0.0014 -0.0357
H -0.0003 -0.0019 0.0006
H -0.0020 0.0005 -0.0010
H -0.0001 0.0018 0.0030
H -0.0080 -0.0060 -0.0078
N -0.0106 -0.0062 -0.0026
C -0.0058 0.0088 -0.0037
C 0.0068 -0.0025 0.0015
C -0.0086 -0.0097 0.0014
C -0.0123 -0.0079 0.0061
C -0.0057 0.0131 0.0043
C 0.0066 0.0014 -0.0010
S -0.0273 0.0074 -0.0139
O 0.0051 0.0208 0.0039
O -0.0023 0.0128 0.0038
N -0.0334 -0.0390 -0.0069
C 0.0734 0.0840 -0.0700
S -0.0697 -0.0701 0.0572
C 0.0426 0.0665 -0.0410
C -0.0413 -0.0440 0.0329
N -0.0256 -0.0726 0.0467
H 0.0014 -0.0009 0.0012
H 0.0071 0.0012 0.0035
H 0.0023 -0.0013 0.0001
H 0.0081 -0.0016 0.0000
H -0.0008 -0.0013 -0.0108
H 0.0039 -0.0021 -0.0007
H 0.0106 0.0149 -0.0128
H 0.0023 -0.0017 -0.0053

Löwdin atomic charge list, values in e, 8 entries: atom 1 (Pb): 1.42, atom 2 (C): -0.04, atom 3 (C): -0.31, atom 4 (C): -0.10, atom 5 (C): -0.15, atom 6 (C): -0.09, atom 7 (C): -0.08, atom 8 (C): -0.09